(1)
Density functional theory data (wB97M-V/def2-TZVPD) for a molecular structure, C6H6BeNO2S5.

CARTESIAN COORDINATES (ANGSTROEM)
Be  -0.1834  -0.3374  0.2891
N  1.1911  -0.8718  -0.7322
C  2.4232  -0.7057  0.0570
C  2.3882  -1.6647  1.2328
C  1.2344  -1.4227  2.2181
O  1.3901  -1.7263  3.3863
O  0.1429  -0.9475  1.7161
H  1.0901  -1.8349  -1.0389
H  1.1733  -0.2771  -1.5540
H  2.4334  0.3275  0.4122
H  3.3201  -0.8594  -0.5515
H  3.3248  -1.6294  1.7869
H  2.2815  -2.6912  0.8631
S  -5.2451  3.8035  -2.0271
C  -4.0084  2.8159  -1.5205
S  -2.5153  3.3942  -0.8993
C  -1.7535  1.8556  -0.5949
C  -2.5018  0.7690  -0.8877
S  -1.9690  -0.8851  -0.6794
S  -4.0931  1.1003  -1.5170
S  -0.1236  1.7874  0.0410

Values from the calculation:
multiplicity = 1
HOMO-LUMO gap = 6.466 eV
HOMO energy = -3.93 eV
strongest force on any atom = 0.21 eV/Å
charge = -1
calculated total energy = -2443.43943 Ha
LUMO energy = 2.539 eV

***

(2)
Density functional theory data (wB97M-V/def2-TZVPD) for a molecular structure, C34H21AsCl5NNdO2PS4 in a non-equilibrium geometry.

CARTESIAN COORDINATES (ANGSTROEM)
Nd  8.7930  14.7407  14.1401
S  6.5700  16.6270  14.4419
As  5.8143  14.7202  14.9182
S  7.1824  13.9606  16.5064
S  6.3671  13.4583  13.1021
S  3.8292  14.4840  15.4422
O  13.2111  13.2177  14.1161
C  11.9880  13.3255  14.2083
O  11.2286  14.2766  13.9821
C  11.2877  12.0330  14.6529
C  12.0806  10.9978  15.1273
C  11.4839  9.8536  15.5603
C  10.0943  9.6554  15.3625
C  9.4463  8.3896  15.6360
C  8.0933  8.3482  15.5371
C  7.3521  9.5398  15.0804
C  7.9374  10.7130  14.7792
C  9.3425  10.7716  14.9390
N  9.9508  11.9429  14.6040
H  13.1088  11.2648  15.0604
H  12.0613  9.0676  16.0919
H  9.9394  7.5380  15.9913
H  7.5852  7.3456  15.6618
H  6.3308  9.3299  14.8823
H  7.3622  11.5621  14.5856
Cl  9.3178  16.5285  11.6726
C  10.2189  17.4989  12.8921
C  10.0377  17.0889  14.1679
C  10.7355  17.8811  15.0829
Cl  10.5673  17.4753  16.7487
C  11.5130  18.9433  14.6583
Cl  12.3706  19.9207  15.8791
C  11.7587  19.1672  13.3138
Cl  12.8459  20.4688  12.8513
C  11.0061  18.4876  12.3881
Cl  11.2197  18.8727  10.7049
C  6.5850  12.0748  7.6516
C  6.3213  12.8365  8.8012
C  7.1620  12.9159  9.8813
C  8.4590  12.3134  9.7573
C  8.7503  11.6431  8.5475
C  7.8709  11.4820  7.5234
P  9.5780  12.4806  11.1438
C  11.0926  12.9510  10.1855
C  12.2425  12.2094  9.8967
C  13.3095  12.8791  9.3207
C  13.1894  14.2238  8.8766
C  12.0215  14.9613  9.2373
C  10.9683  14.2820  9.8391
C  9.7561  10.7006  11.6974
C  8.7101  9.7921  11.8418
C  8.9563  8.4996  12.2388
C  10.2069  8.0737  12.5387
C  11.2362  8.9495  12.4559
C  11.0010  10.2791  12.0805
H  5.7858  12.0356  6.8496
H  5.3866  13.3540  8.8818
H  6.9989  13.4163  10.7991
H  9.7972  11.1536  8.5447
H  8.2775  11.0545  6.6577
H  12.3671  11.1322  10.0821
H  14.1976  12.3136  9.0359
H  14.0571  14.7487  8.3759
H  11.9378  15.9613  9.0500
H  10.0607  14.8507  10.1739
H  7.6705  10.0432  11.5776
H  8.0975  7.7699  12.1973
H  10.3985  7.0518  12.7421
H  12.1762  8.7356  12.9009
H  11.9014  10.8901  12.0800

Values from the calculation:
multiplicity = 4
HOMO-LUMO gap (alpha / beta) = 6.044 / 6.057 eV
HOMO energy (alpha / beta) = -2.22 / -2.23 eV
strongest force on any atom = 3.74 eV/Å
energy above the lowest of the compared OMol25 structures with the same formula, charge and spin = 42.3 kcal/mol
charge = -2
<S²> = 3.75
calculated total energy = -8545.96446 Ha
LUMO energy (alpha / beta) = 3.828 / 3.829 eV

***

(3)
Density functional theory data (wB97M-V/def2-TZVPD) for a molecular structure, C30H31N8O13S2Y in a non-equilibrium geometry.

CARTESIAN COORDINATES (ANGSTROEM)
Y  0.2416  -0.0666  0.6606
O  0.8735  -5.5000  -5.1265
N  0.1905  -5.3127  -4.1010
O  -0.6371  -6.1601  -3.7222
C  0.3648  -4.1083  -3.4060
C  1.2330  -3.1873  -3.9726
C  1.4306  -1.9150  -3.4221
C  2.2815  -0.9580  -4.0204
C  2.3397  0.2981  -3.4818
C  1.5864  0.5942  -2.3339
N  0.8463  -0.3051  -1.7136
C  0.7490  -1.5345  -2.2359
C  -0.1081  -2.4988  -1.5886
N  -0.7135  -2.1115  -0.4522
C  -1.5723  -2.9350  0.1202
C  -1.8222  -4.2182  -0.3586
C  -1.1745  -4.6544  -1.4934
C  -0.3158  -3.7786  -2.1766
H  1.7424  -3.4636  -4.8843
H  2.8498  -1.2316  -4.9003
H  2.9612  1.0667  -3.9187
H  1.5541  1.6137  -1.9533
H  -2.0735  -2.5864  1.0138
H  -2.5125  -4.8611  0.1676
H  -1.3190  -5.6572  -1.8657
N  2.1890  1.4629  0.8284
C  3.5475  1.0414  1.1486
C  3.9954  -0.0546  0.1845
C  3.3012  -1.4253  0.4725
O  4.0415  -2.3823  0.6910
O  2.0373  -1.4564  0.4129
H  2.1788  2.0337  -0.0199
H  1.7868  2.0630  1.5553
H  3.5559  0.6468  2.1671
H  4.2559  1.8890  1.0947
H  5.0729  -0.2175  0.2609
H  3.7501  0.2473  -0.8364
C  -5.4627  0.3440  -2.1388
O  -4.1282  0.1639  -2.5523
C  -3.1122  0.0527  -1.6359
O  -2.0288  -0.2852  -2.0267
N  -3.4751  0.2601  -0.3462
N  -2.4696  0.2682  0.6529
H  -6.0663  0.1772  -3.0328
H  -5.6442  1.3620  -1.7755
H  -5.7468  -0.3758  -1.3651
H  -4.2417  0.9046  -0.1814
H  -2.8441  -0.1796  1.4980
H  -2.2699  1.2524  0.9086
O  1.5587  -0.5444  3.0008
C  0.4882  -1.0041  3.3881
N  -0.5044  -1.3925  2.5869
S  -1.8138  -1.8218  3.4343
O  -2.9719  -0.9939  3.1663
O  -2.1104  -3.2371  3.3376
C  -1.1354  -1.5259  5.0744
C  -1.6423  -1.6771  6.3446
C  -0.7930  -1.4349  7.4183
C  0.5257  -1.0620  7.2021
C  1.0236  -0.9208  5.9160
C  0.1749  -1.1523  4.8465
H  -2.6659  -1.9862  6.4932
H  -1.1602  -1.5397  8.4299
H  1.1756  -0.8789  8.0479
H  2.0524  -0.6547  5.7354
C  2.5246  4.9531  -0.2641
C  1.4354  4.8054  -1.2623
C  0.4079  5.7492  -1.5338
C  -0.4682  5.1058  -2.3762
C  0.0701  3.8114  -2.5889
C  -0.5851  2.7097  -3.3357
N  1.2368  3.6625  -1.9341
H  2.8261  5.9963  -0.1543
H  3.3908  4.3447  -0.5266
H  2.1184  4.6080  0.6926
H  0.3386  6.7430  -1.1277
H  -1.3880  5.4787  -2.7898
H  0.1071  2.2047  -4.0082
H  -1.4369  3.0866  -3.9031
H  -0.9372  1.9708  -2.6125
O  -0.4566  1.3462  2.2586
S  -0.6160  2.5055  1.3073
O  -2.0059  2.9694  1.3431
O  -0.3326  1.9106  -0.0464
O  0.3503  3.5437  1.6408

Values from the calculation:
multiplicity = 1
HOMO-LUMO gap = 2.742 eV
HOMO energy = -0.30 eV
strongest force on any atom = 3.09 eV/Å
energy above the lowest of the compared OMol25 structures with the same formula, charge and spin = 45.5 kcal/mol
charge = -2
calculated total energy = -3412.94815 Ha
LUMO energy = 2.445 eV

***

Which value of strongest force on any atom does entry 1 give?
0.21 eV/Å